(1)
Molecular formula: C4H5NO
Method: DFT, ωB97M-V/def2-TZVPD

Values from the calculation:
* total energy: -7762.183 eV
* max |F|: 1.16 eV/A
* frontier orbital gap (spin up / spin down): 7.24 / 7.23 eV
* energy above the lowest of the compared OMol25 structures with the same formula, charge and spin: 419.12 kJ/mol
* total charge: 0
* HOMO energy (spin up / spin down): -0.3426 / -0.3422 Eh

XYZ file:
```
11
Properties=species:S:1:pos:R:3:forces:R:3:nbo_charge:R:1
C 1.277 -0.002 -0.798 -0.1297 0.0616 -0.1430 -0.7567
C -0.017 0.498 -0.407 0.2830 -0.1128 0.0188 0.2411
C -0.466 0.092 0.947 0.0004 0.1282 -0.2012 -0.0273
O 0.312 -0.590 1.693 -0.0071 0.0303 0.0150 -0.7198
C -1.759 -0.596 0.447 -0.9823 -0.5875 -0.1803 0.2338
N -2.717 -1.174 0.145 0.9319 0.5707 0.2204 -0.3060
H 1.322 -1.046 -0.433 0.0062 0.1014 -0.0080 0.3116
H 1.993 0.466 -0.095 -0.0672 -0.0496 -0.0041 0.3144
H 1.576 0.144 -1.834 -0.0816 -0.0043 0.1558 0.2425
H -0.634 1.149 -1.026 0.0459 -0.0986 0.1247 0.2198
H -0.885 1.061 1.360 0.0004 -0.0393 0.0020 0.2467
```
Positions in Å, forces in eV/Å.

(2)
Molecular formula: C11H8Cl2I2O6Sn
Method: DFT, ωB97M-V/def2-TZVPD

Values from the calculation:
* total energy: -70881.251 eV
* max |F|: 0.14 eV/A
* frontier orbital gap: 6.38 eV
* total charge: +2
* HOMO energy: -0.5551 Eh

XYZ file:
```
30
Properties=species:S:1:pos:R:3:forces:R:3:nbo_charge:R:1
Sn 0.650 -0.552 -1.310 -0.0241 -0.0515 -0.0513 1.6541
I -1.154 -0.078 2.710 0.0521 -0.0568 0.0216 1.2832
C -0.061 1.744 2.951 -0.0305 -0.0324 0.0131 -0.7529
I 0.466 2.669 1.141 0.0246 0.0696 0.0502 0.2985
H 0.817 1.426 3.513 0.0285 0.0329 -0.0357 0.2622
H -0.711 2.385 3.539 -0.0176 -0.0120 -0.0124 0.2698
O 2.312 -0.229 0.070 -0.0566 0.0337 -0.0106 -0.7739
C 1.709 -0.921 0.953 -0.0945 -0.0863 0.0634 0.7873
O 0.697 -1.617 0.551 0.0871 0.0307 0.0235 -0.8241
C 2.011 -0.829 2.376 0.0347 0.0241 -0.0138 -0.2365
C 2.969 0.067 2.810 0.0367 0.0323 0.0254 -0.1097
C 3.200 0.295 4.180 -0.0042 -0.0080 -0.0929 -0.2517
C 2.427 -0.410 5.066 -0.0172 -0.0052 0.0513 0.2818
O 2.466 -0.395 6.400 0.0208 0.0166 -0.0258 -0.4241
C 1.560 -1.402 6.872 -0.0337 -0.0397 0.0468 0.2240
O 0.884 -1.913 5.701 0.0030 -0.0063 0.0029 -0.4510
C 1.446 -1.332 4.641 0.0285 0.0447 -0.0249 0.3481
C 1.205 -1.563 3.305 -0.0843 -0.0601 0.0021 -0.3622
H 3.551 0.609 2.076 -0.0030 -0.0031 -0.0027 0.2645
H 3.965 0.981 4.515 -0.0048 -0.0045 0.0294 0.2740
H 0.832 -0.956 7.545 0.0000 0.0110 -0.0176 0.2030
H 2.118 -2.210 7.343 0.0122 0.0104 -0.0172 0.2058
H 0.596 -2.400 2.982 -0.0114 0.0253 -0.0112 0.2807
Cl -5.244 1.011 0.406 0.0209 -0.0215 -0.0039 0.0926
C -3.710 1.400 -0.340 -0.0095 0.0899 0.0270 -0.3474
Cl -3.333 3.131 -0.304 -0.0061 -0.0212 -0.0082 0.0600
C -2.547 0.715 0.361 -0.0611 -0.0572 -0.0120 0.8285
O -2.601 0.833 1.694 0.0043 0.0468 0.0046 -0.6769
O -1.661 0.140 -0.233 0.0888 0.0159 -0.0292 -0.6739
H -3.724 1.079 -1.376 0.0165 -0.0182 0.0081 0.2664
```
Positions in Å, forces in eV/Å.

(3)
Molecular formula: C4H8O2
Method: DFT, ωB97M-V/def2-TZVPD

Values from the calculation:
* total energy: -8369.877 eV
* max |F|: 0.30 eV/A
* frontier orbital gap: 10.79 eV
* energy above the lowest of the compared OMol25 structures with the same formula, charge and spin: 328.46 kJ/mol
* total charge: 0
* HOMO energy: -0.3619 Eh

XYZ file:
```
14
Properties=species:S:1:pos:R:3:forces:R:3:nbo_charge:R:1
C 1.962 0.465 0.209 -0.1212 -0.0860 0.0495 -0.3599
C 0.913 -0.307 0.465 0.2061 0.0981 0.0309 -0.2221
C -0.490 0.187 0.421 0.1849 -0.1624 -0.0761 0.4330
O -0.611 1.360 -0.295 -0.2057 0.1134 0.1373 -0.6919
C -1.633 -0.714 0.597 -0.1459 -0.2011 -0.1601 -0.1385
O -1.174 0.134 1.657 -0.0551 0.1181 0.2285 -0.4913
H 1.829 1.502 -0.084 0.0250 -0.1524 0.0075 0.2141
H 2.976 0.086 0.291 -0.1542 0.0223 -0.0162 0.2027
H 1.032 -1.346 0.766 -0.0112 0.1689 0.0048 0.2096
H -1.491 1.719 -0.120 0.1412 0.0118 -0.0353 0.4828
H -2.597 -0.428 0.175 0.1528 -0.0474 -0.0059 0.1804
H -1.496 -1.784 0.758 0.0256 0.1663 -0.0255 0.1854
H 0.667 -0.295 -2.216 -0.0800 -0.0521 -0.0912 0.0073
H 0.114 -0.578 -2.625 0.0376 0.0024 -0.0482 -0.0117
```
Positions in Å, forces in eV/Å.

(4)
Molecular formula: C34H90N4O13S13
Method: DFT, ωB97M-V/def2-TZVPD

Values from the calculation:
* total energy: -210137.280 eV
* max |F|: 4.47 eV/A
* frontier orbital gap: 8.40 eV
* total charge: 0
* HOMO energy: -0.3261 Eh

XYZ file:
```
154
Properties=species:S:1:pos:R:3:forces:R:3:mulliken_charge:R:1
C 5.624 -3.077 -0.054 0.3930 0.4360 -1.1442 -0.1677
C 6.579 -2.011 -0.517 -2.7764 -3.0697 1.6824 0.1841
N 7.309 -1.216 -0.839 1.8200 2.1855 -1.0238 -0.4325
H 4.985 -3.327 -0.901 -0.1004 0.1349 -0.1722 -0.0661
H 4.957 -2.757 0.746 0.4932 0.0359 0.1498 0.2258
H 6.137 -4.014 0.164 0.0835 0.2821 0.4984 0.3074
C 2.416 6.465 -3.378 0.6794 1.0425 -0.6538 -0.4505
C 2.974 7.069 -4.592 0.8093 0.5457 -2.4011 0.1261
N 3.464 7.493 -5.563 -0.9949 -0.7567 1.9644 -0.3991
H 2.940 7.035 -2.610 -0.2053 -0.5249 0.5869 0.2701
H 2.689 5.410 -3.390 -0.3554 0.1356 0.3956 0.2453
H 1.351 6.689 -3.318 0.0935 -0.4007 0.0453 0.1877
C -1.366 5.434 -0.723 -1.0162 0.1643 -1.4048 -0.1825
C 0.001 5.057 -0.963 2.4305 0.6643 0.9198 0.2941
N 1.135 4.839 -1.100 -1.6686 -0.0143 0.0038 -0.4653
H -1.746 5.812 0.226 0.7878 -0.6714 0.3902 0.3170
H -1.944 4.588 -1.094 -0.4816 0.1201 0.4632 -0.3030
H -1.606 6.258 -1.395 0.1116 0.0615 -0.3476 0.4124
C 2.658 0.626 6.340 -0.8962 -0.6552 -0.5174 -0.0405
C 3.213 -0.405 7.234 -1.2182 2.8247 -1.0658 0.1136
N 3.692 -1.163 7.922 0.9437 -1.7481 1.3067 -0.4155
H 3.133 1.606 6.296 0.7796 -0.5410 -0.0944 0.3411
H 1.601 0.864 6.462 -0.0913 -0.4845 0.9636 0.1047
H 2.592 0.081 5.398 0.5189 0.5643 -0.5702 -0.1252
C -0.112 1.704 -0.394 0.9826 -0.7685 -0.4470 1.1312
S 1.160 0.835 0.684 -2.7370 0.5044 1.0152 0.3672
O 0.659 1.228 2.088 1.0358 -0.7984 -1.5026 -0.4069
C 0.575 -0.930 0.388 -0.1457 0.3592 -0.9933 -0.8896
H 0.110 1.417 -1.422 -0.3326 -0.4629 -0.0549 -0.1032
H -0.016 2.788 -0.452 0.4309 -0.2029 0.8856 -1.0853
H -1.122 1.424 -0.093 0.3006 -0.2194 0.0217 -0.1801
H -0.419 -1.131 0.787 0.2632 0.2227 0.9114 0.1347
H 1.340 -1.671 0.621 -0.0203 0.3087 0.8280 0.5412
H 0.391 -1.167 -0.659 0.3072 0.7430 -0.5911 0.2931
C 1.167 -7.104 -2.201 -0.6531 1.3289 -0.6970 -1.2247
S 0.696 -5.477 -1.341 2.7221 -1.7620 -0.1412 0.5527
O 1.279 -5.805 0.018 -0.5276 0.8641 -0.2600 -0.5636
C 1.942 -4.344 -2.177 -0.1696 -0.6680 -0.7104 -1.0853
H 0.544 -7.890 -1.775 -0.0692 0.2572 -0.0190 0.3900
H 2.220 -7.375 -2.127 0.0012 0.5026 0.5069 0.3121
H 0.955 -6.947 -3.259 -0.2334 -0.3078 -0.1150 0.4045
H 2.118 -3.438 -1.597 -0.2161 -0.2472 0.0945 0.1936
H 1.687 -4.063 -3.198 -1.0541 0.3273 0.1771 0.4929
H 2.881 -4.818 -2.464 0.2534 -0.4924 1.0638 0.4807
C -2.249 -4.965 3.700 0.0814 -0.3798 -0.4664 -0.9077
S -2.255 -4.280 1.987 1.5573 2.3153 1.0823 0.4197
O -2.757 -2.837 2.123 0.1654 -1.3182 -0.3037 -0.4049
C -0.394 -4.017 1.817 -1.3470 -1.0243 0.0239 -0.3234
H -2.771 -5.919 3.625 -0.2702 0.1470 0.2692 0.4113
H -2.747 -4.249 4.354 -0.1058 -0.1070 -0.2060 0.2206
H -1.256 -5.190 4.089 0.0992 0.2757 -0.2120 0.2710
H -0.302 -3.663 0.790 0.2514 -0.0087 0.1642 -0.4809
H 0.061 -5.001 1.938 0.0947 0.1021 -0.3354 0.4531
H 0.020 -3.334 2.558 -0.4940 0.1762 0.0038 0.4775
C -2.887 -1.601 -1.337 0.4892 0.8380 -0.9609 0.3989
S -2.323 -3.243 -1.843 -0.9099 -0.9524 0.6536 0.9082
O -3.607 -4.055 -1.899 1.2943 0.7128 -0.3382 -0.7753
C -1.659 -3.010 -3.542 0.2460 0.3318 -0.5838 -0.8010
H -3.401 -1.619 -0.376 -0.1412 -0.6807 -0.2305 -0.5062
H -3.471 -1.191 -2.161 -0.3636 -0.0785 0.1935 0.4816
H -2.071 -0.889 -1.211 0.4051 -0.1882 -0.1682 -0.3473
H -1.232 -2.023 -3.720 -0.3572 0.3546 0.3908 -0.1044
H -2.351 -3.246 -4.350 -0.6044 0.1903 0.4259 0.4327
H -0.816 -3.668 -3.752 -0.0117 -0.4101 0.7257 0.3068
C 5.375 3.866 2.274 -0.0873 -0.4846 -0.0260 -0.3657
S 5.447 2.388 3.350 -1.0379 -0.1953 0.5893 0.4473
O 5.088 2.747 4.766 0.2725 0.0690 -0.9702 -0.6087
C 3.879 1.660 2.685 -0.2975 0.5612 -0.3261 -0.0908
H 6.104 4.630 2.544 -0.2111 -0.1322 0.4295 0.3881
H 4.342 4.214 2.269 0.2719 0.3179 0.0215 -0.1736
H 5.668 3.515 1.285 -0.1754 -0.1062 -0.1339 0.3222
H 3.096 2.417 2.654 0.1750 0.3158 0.3303 -0.2884
H 3.465 0.879 3.323 0.6205 -0.1145 0.0709 0.2046
H 3.928 1.336 1.645 0.5523 -0.2874 0.0478 0.3248
C -5.067 1.391 -1.289 -0.0521 1.2766 -0.3719 -0.6985
S -3.665 2.187 -0.343 -1.2391 0.1572 0.2008 0.9492
O -3.813 3.703 -0.373 -0.3885 -1.8747 0.1590 -0.7013
C -4.170 1.483 1.303 -0.3029 0.5791 -0.0487 -1.0577
H -6.064 1.662 -0.943 0.1645 -0.2079 0.8641 0.4553
H -4.953 0.316 -1.424 0.1933 0.1746 0.2363 0.0365
H -5.086 1.899 -2.253 0.6252 -0.2628 -0.2884 0.1086
H -3.586 0.574 1.452 0.0904 0.0690 0.0735 0.1198
H -5.232 1.268 1.425 -0.0831 -0.1491 -0.6180 0.4473
H -4.003 2.217 2.091 0.6704 0.0600 -0.1679 0.4506
C -1.382 0.862 -6.005 -0.2047 0.2781 -0.6752 -1.1287
S -0.713 1.369 -4.405 -0.3131 -1.5702 0.2607 0.5695
O -1.528 0.731 -3.291 0.6974 0.4462 -0.9662 -0.2977
C 0.808 0.355 -4.655 0.3493 1.0493 0.7060 -1.2255
H -2.161 1.523 -6.386 0.1580 0.3188 0.2773 0.3665
H -1.806 -0.138 -6.093 0.3142 -0.2100 0.6630 0.2916
H -0.506 0.923 -6.651 -0.2036 0.0939 -0.2798 0.4437
H 1.489 0.900 -5.308 -0.3470 0.0672 -0.5458 0.5957
H 0.662 -0.667 -5.007 -0.1923 0.1171 0.2797 0.3631
H 1.362 0.435 -3.720 -0.2991 -0.6363 0.2928 0.1616
C 3.584 -7.500 1.363 -0.1388 0.7691 0.1783 -0.6943
S 4.245 -6.276 2.602 2.4803 0.7067 -1.1985 0.3397
O 5.502 -5.620 1.902 -2.9004 -1.1977 1.1538 -0.5980
C 2.902 -5.044 2.733 0.8104 -0.4151 -0.6103 -0.5493
H 3.692 -7.037 0.382 0.2686 -0.1009 0.0616 0.0974
H 2.528 -7.753 1.459 -0.0230 0.2760 0.4456 0.2909
H 4.165 -8.413 1.489 0.2034 0.2698 -0.0818 0.4185
H 2.626 -4.719 1.730 -0.5010 -0.3060 0.1000 -0.1072
H 3.257 -4.170 3.280 0.2591 -0.3188 0.2309 0.4273
H 2.168 -5.597 3.319 -0.4225 0.3292 -0.2924 0.3860
C -3.641 4.573 -3.707 1.0791 -0.0999 -0.4231 -0.5011
S -3.928 5.724 -5.096 1.4685 0.5248 0.2507 0.4486
O -3.107 6.963 -4.693 -1.6890 -1.7185 -0.4775 -0.6166
C -5.680 5.984 -4.732 1.0566 0.3819 0.1309 -0.8496
H -4.287 3.701 -3.600 -0.3684 0.3895 -0.1065 0.2045
H -3.481 5.135 -2.787 -0.6018 0.1000 -0.0307 0.2144
H -2.656 4.175 -3.948 0.1643 -0.1060 -0.0109 0.1426
H -6.121 6.640 -5.483 0.0863 0.1069 0.3030 0.3543
H -5.466 6.437 -3.765 -1.2832 0.2629 0.2113 0.2823
H -6.195 5.024 -4.702 0.0969 0.1101 0.1813 0.2875
C -7.025 -2.945 -0.545 0.1916 0.0079 1.3917 -0.8763
S -7.228 -1.947 1.059 1.0581 0.5938 -1.4996 0.5106
O -8.335 -2.547 1.826 0.0254 -0.6034 0.3169 -0.6533
C -5.599 -2.340 1.826 -1.4714 -0.0043 -0.0433 -0.6095
H -6.520 -2.380 -1.328 -0.4692 0.3075 0.0312 0.2441
H -8.059 -3.242 -0.724 0.1271 0.2169 -0.4462 0.4024
H -6.412 -3.836 -0.411 -0.0794 -0.0739 0.3488 0.2504
H -4.808 -1.817 1.288 -0.0842 -0.4814 -0.1173 -0.1245
H -5.565 -3.429 1.851 0.5921 0.1310 -0.0305 0.3397
H -5.646 -1.937 2.837 -0.0169 -0.0713 0.0112 0.3922
C 4.630 0.051 -2.906 0.1238 0.7628 -0.6574 -0.9280
S 4.430 -1.571 -3.641 -0.0732 -1.2159 -0.9978 0.5214
O 2.964 -1.931 -3.495 0.8354 0.6521 -0.2569 -0.5273
C 4.724 -1.248 -5.526 -0.5812 0.5613 0.0489 -1.1364
H 5.665 0.346 -2.738 0.2320 -0.3381 -0.5352 0.4605
H 4.210 0.121 -1.903 -0.5373 -0.4670 -0.2569 0.1747
H 4.152 0.709 -3.632 -0.0758 0.4632 0.4719 0.3699
H 3.910 -1.668 -6.117 -0.3414 -0.5895 0.7018 0.3620
H 5.626 -1.661 -5.978 0.2618 -0.1486 0.8196 0.3769
H 4.663 -0.212 -5.860 0.2564 0.4092 0.7007 0.3292
C -0.523 5.691 4.458 0.1371 0.2753 0.1176 -0.9135
S 0.652 6.125 3.052 0.1746 -0.1875 2.0203 0.4840
O 1.763 6.890 3.752 -1.2165 -1.0017 -0.9532 -0.6618
C 1.250 4.428 2.760 0.4025 -0.0298 -0.2987 -0.3513
H -1.502 5.255 4.256 0.1205 -0.0537 -0.8195 0.3352
H -0.733 6.628 4.975 0.2526 0.1232 -0.1339 0.3865
H -0.041 5.019 5.167 0.4044 0.1251 -0.1571 0.2184
H 2.225 4.602 2.304 -0.0198 -0.0200 -0.0974 -0.2247
H 0.648 3.857 2.054 -0.2697 0.3234 -0.0780 0.1047
H 1.395 3.778 3.623 -0.1023 0.4710 0.3653 0.3790
C -2.181 -1.000 4.793 1.2087 -0.0242 -0.3701 -0.6019
S -1.665 0.267 6.065 -0.1447 -0.4884 0.4495 0.3969
O -0.607 -0.327 6.971 -0.7485 0.3525 -1.2972 -0.5864
C -0.880 1.510 4.974 -0.5083 -1.0831 -0.3825 -0.5982
H -2.801 -0.649 3.968 -0.2265 0.4802 0.3811 0.1937
H -2.637 -1.896 5.215 -0.1253 0.4443 0.5380 0.3423
H -1.280 -1.357 4.294 0.2880 0.0511 0.0860 0.1170
H -0.628 2.353 5.618 0.1412 -0.1092 -0.2208 0.4112
H -1.619 1.762 4.214 -0.2821 0.3660 0.2299 0.3312
H -0.076 1.084 4.374 0.4182 0.0742 0.4439 0.0043
```
Positions in Å, forces in eV/Å.

- The highest total energy belongs to which entry?
  C4H5NO

- max |F| of number 4 (C34H90N4O13S13)?
  4.47 eV/A

- Look up the total energy of the first one.
  -7762.183 eV

- Among the records above, which one has the lowest total energy?
  C34H90N4O13S13